# 1
Formula: C10H6N2O5Zn
Source: the Open Molecules 2025 dataset
Level of theory: ωB97M-V/def2-TZVPD

For the frontier orbital gap, the calculation gives 7.363 eV. The value obtained for the total energy is -72085.7729 eV.

```
! wB97M-V def2-TZVPD RIJCOSX def2/J DEFGRID3
* xyz 2 1
O 1.282 -2.681 -3.709
C 0.764 -1.783 -3.230
Zn -0.722 0.923 -1.484
O -1.445 1.429 -5.132
C -1.154 1.151 -4.055
C -1.831 2.721 -1.118
O -2.393 3.690 -0.826
C 1.225 1.717 -2.187
O 2.181 2.309 -2.261
C -2.365 -0.552 -1.819
O -3.266 -1.242 -1.718
N 1.175 -1.172 4.028
C 0.795 -0.803 2.776
C -0.213 0.168 2.595
C -0.573 0.533 1.289
N 0.011 0.028 0.159
C 0.980 -0.924 0.343
C 1.390 -1.365 1.620
H 0.728 -0.738 4.827
H 1.880 -1.862 4.174
H -0.704 0.651 3.448
H -1.362 1.267 1.117
H 1.445 -1.332 -0.564
H 2.172 -2.132 1.727
*
```

# 2
Formula: C10H6NO5Yb
Source: the Open Molecules 2025 dataset
Level of theory: ωB97M-V/def2-TZVPD

For the frontier orbital gap (alpha / beta), the calculation gives 6.358 / 5.600 eV. As for the expectation value of S²: 0.7683. The value obtained for the total energy is -53700.2112 eV.

```
! wB97M-V def2-TZVPD RIJCOSX def2/J DEFGRID3
* xyz 2 2
O -0.058 6.077 -2.498
C -0.057 5.020 -3.070
Yb -0.147 0.307 -1.394
C 0.071 -2.232 -1.538
O 0.169 -3.165 -2.326
C -0.304 -0.821 -3.547
O -0.236 -0.896 -4.722
C 2.027 -0.730 -2.372
O 2.743 -1.337 -3.148
C -1.855 -1.425 -2.550
O -2.886 -1.461 -3.158
H 0.555 2.326 -1.214
C -0.004 -0.192 4.082
C 0.567 0.884 3.394
C 0.535 0.899 1.991
N -0.035 -0.077 1.247
C -0.547 -1.134 1.918
C -0.555 -1.227 3.319
H -0.017 -0.223 5.172
H 1.034 1.718 3.912
H 0.975 1.731 1.424
H -0.975 -1.934 1.299
H -0.999 -2.108 3.780
*
```

# 3
Formula: C10H7BrClNO3
Source: the Open Molecules 2025 dataset
Level of theory: ωB97M-V/def2-TZVPD

For the frontier orbital gap (alpha / beta), the calculation gives 7.422 / 7.434 eV. The value obtained for the total energy is -100677.0734 eV.

```
! wB97M-V def2-TZVPD RIJCOSX def2/J DEFGRID3
* xyz 0 1
C 0.685 1.194 -0.924
C 1.425 -0.942 0.062
C 1.411 1.846 0.078
C 1.926 -0.195 1.136
C 0.881 -0.173 -0.991
C 2.013 1.186 1.151
C 0.011 -1.937 -2.503
C 2.069 -3.476 3.129
C -1.321 -1.323 0.210
C -2.633 -0.757 0.548
N 0.240 -0.826 -2.113
O -0.485 -2.906 -2.943
O 2.150 -3.541 1.989
O 2.083 -3.393 4.259
Cl 2.992 2.012 2.253
Br -1.018 -3.182 0.592
H 0.034 1.787 -1.667
H 1.468 -1.981 0.062
H 1.621 2.937 -0.065
H 2.279 -0.701 2.059
H -2.602 0.255 -0.007
H -2.635 -0.813 1.773
H -3.522 -1.243 0.183
*
```